(1)
17
Properties=species:S:1:pos:R:3:mulliken_charge:R:1 method="wB97M-V/def2-TZVPD" total_charge=0 homo_ev=-9.46 multiplicity=1 largest_force_ha_per_bohr=0.043 e_tot_ev=-5378.2729 smiles="C=CC.CC" orbital_gap_ha=0.38623
C -1.13 -1.14 -4.38 -0.83
C -0.50 -2.08 -3.35 -0.75
H -0.97 -1.48 -5.40 0.27
H -2.20 -1.04 -4.21 0.28
H -0.73 -0.13 -4.30 0.27
H -0.73 -1.87 -2.30 0.28
H 0.58 -1.96 -3.48 0.24
H -0.80 -3.09 -3.60 0.25
C 0.57 0.42 3.89 -0.91
C 0.71 1.46 2.80 0.08
C 1.02 2.71 3.16 -0.69
H -0.42 0.23 4.32 0.25
H 1.07 0.83 4.77 0.27
H 0.96 -0.55 3.56 0.26
H 0.21 1.28 1.85 0.28
H 0.74 3.60 2.60 0.24
H 1.61 2.81 4.06 0.22

(2)
19
Properties=species:S:1:pos:R:3:mulliken_charge:R:1 method="wB97M-V/def2-TZVPD" total_charge=0 homo_ev="-8.92 / -5.90" multiplicity=1 largest_force_ha_per_bohr=0.065 e_tot_ev=-7539.9141 orbital_gap_ha="0.34383 / 0.20418"
B -2.02 0.35 0.72 0.03
C -1.21 1.38 -0.01 -0.55
C 0.17 1.81 0.39 -0.50
C 1.27 0.74 0.10 -0.50
C -0.24 -1.73 -0.83 -0.67
C 1.00 -1.67 0.12 -0.35
N 1.11 -0.48 0.84 -0.43
H -2.56 -0.39 1.41 -0.04
H -0.95 0.93 -1.03 0.25
H -1.73 2.32 -0.05 0.27
H 0.43 2.71 -0.20 0.31
H 0.24 1.99 1.49 0.31
H 1.33 0.50 -1.03 0.34
H 2.14 1.20 0.49 0.37
H -0.71 -2.71 -0.86 0.40
H -1.11 -1.20 -0.39 -0.12
H 0.02 -1.30 -1.77 0.29
H 0.84 -2.45 0.95 0.30
H 1.98 -2.01 -0.33 0.29

(3)
20
Properties=species:S:1:pos:R:3:mulliken_charge:R:1 method="wB97M-V/def2-TZVPD" total_charge=+1 homo_ev=-13.67 multiplicity=1 largest_force_ha_per_bohr=0.105 e_tot_ev=-78392.6921 smiles="CN(C)C(Br)=[N+](C)C" orbital_gap_ha=0.33797
C -0.17 -0.23 0.77 0.37
C 1.66 -0.46 -0.70 -0.97
C 1.79 -1.00 1.78 -1.10
C -2.47 -0.01 -0.52 -1.11
C -0.58 1.49 -1.19 -0.76
N 1.06 -0.54 0.62 0.15
N -1.03 0.16 -0.74 -0.22
Br -1.13 0.12 2.36 0.09
H 0.73 -0.64 -1.30 0.51
H 2.03 0.51 -0.95 0.31
H 2.45 -1.18 -0.88 0.39
H 2.85 -1.28 1.53 0.33
H 1.89 -0.28 2.52 0.47
H 1.34 -1.89 2.25 0.40
H -3.06 0.79 -0.02 0.42
H -2.81 -0.97 -0.09 0.42
H -2.93 0.05 -1.43 0.41
H 0.47 1.60 -1.13 0.22
H -1.06 2.29 -0.63 0.36
H -1.03 1.47 -2.26 0.33

Values of relative energy (zero: lowest compared OMol25 entry of this formula, charge and spin), in order: 1.667, 5.589, 3.692, all in eV.